Molecular formula: C7H22CaN4O7
Method: DFT, ωB97M-V/def2-TZVPD

Each line ends with the Mulliken charge.
CARTESIAN COORDINATES (ANGSTROEM)
O 2.950 1.654 -2.286  -0.53
H 3.870 1.736 -1.998  0.30
Ca 0.791 0.262 -0.184  0.40
N -1.480 -0.207 -1.189  0.09
N 0.816 -0.437 -2.375  -0.10
O -2.815 0.143 -0.751  -0.56
O 2.074 -0.684 -2.961  -0.63
C -1.508 -0.790 -2.391  0.11
C -0.228 -0.932 -3.043  0.09
C -2.769 -1.231 -3.051  -1.39
C -0.079 -1.580 -4.367  -1.48
H -3.626 -0.661 -2.685  0.39
H -2.984 -2.292 -2.856  0.21
H -2.705 -1.102 -4.137  0.33
H 0.969 -1.848 -4.510  0.41
H -0.374 -0.892 -5.169  0.24
H -0.705 -2.475 -4.439  0.36
H -2.819 0.008 0.218  0.29
H 2.560 0.190 -2.808  0.48
O 0.528 -1.973 0.527  0.09
H -0.141 -2.579 0.147  0.12
H 1.303 -2.521 0.727  0.11
C 2.083 2.246 -1.225  -0.59
H 2.367 1.875 -0.209  0.18
H 1.023 2.064 -1.511  0.33
H 2.224 3.343 -1.191  0.38
O -1.749 2.359 0.473  -0.46
H -2.287 1.982 -0.258  0.33
H -1.773 3.330 0.359  0.24
C 3.450 0.737 4.656  -0.91
O 3.583 0.607 3.215  -0.35
C 2.486 0.422 2.516  0.95
O 2.546 0.219 1.270  -0.68
N 1.317 0.441 3.197  -0.07
N 0.095 0.317 2.431  -0.37
H 2.857 1.634 4.908  0.35
H 4.490 0.852 4.975  0.24
H 3.011 -0.178 5.089  0.39
H 1.270 0.764 4.155  0.24
H -0.284 -0.619 2.621  0.22
H -0.598 0.985 2.787  0.23

## Properties
E_HOMO (spin up / spin down) ... -2.801 / -2.795 eV